No. 1
A structure of composition Cl3FO12Sr, computed with ωB97M-V with the def2-TZVPD basis set.

Each line ends with the Löwdin charge.
Cartesian coordinates (Å):
Sr: -4.898051 27.089737 -5.850014  1.695
F: -4.124709 25.210009 -9.798052  -0.825
Cl: -3.381598 25.940159 -0.586362  0.569
O: -4.511534 25.253534 -1.065777  -0.404
O: -2.186361 25.134213 -0.820675  -0.384
O: -3.143343 27.041684 -1.519417  -0.441
O: -3.609229 26.342558 0.706012  -0.320
Cl: -0.613487 30.270102 -7.940882  0.632
O: -0.698642 29.818817 -6.526842  -0.460
O: -1.830774 29.793941 -8.567414  -0.444
O: -0.544591 31.667671 -7.710235  -0.361
O: 0.310530 29.452358 -8.671919  -0.347
Cl: 7.399019 27.988971 -7.786801  0.600
O: 7.770505 29.332660 -7.628991  -0.409
O: 8.277562 27.809618 -6.706184  -0.392
O: 5.969918 27.832775 -7.507810  -0.363
O: 7.734171 27.404142 -9.022320  -0.346

Forces on atoms 1 to 6 (eV/Å):
1.365 -0.231 -0.735
-0.489 0.324 1.021
3.727 -0.449 -6.020
-2.576 -1.725 -0.660
-0.698 -0.440 1.797
-0.877 1.405 0.468

Results
energy relative to the best compared isomer or geometry (same formula, charge and spin) = 1003.3 kJ/mol
molar mass = 405.0 g/mol
gap between HOMO and LUMO = 1.1 eV
highest occupied orbital energy = -2.21 eV
total charge = -2

No. 2
A cluster of 2 separate species, C4H10O in total, computed with ωB97M-V with the def2-TZVPD basis set.

Each line ends with the Löwdin charge.
Cartesian coordinates (Å):
C: -2.019661 0.263981 1.323772  0.016
C: -0.926236 0.906334 1.739483  -0.254
O: -0.143581 0.503094 2.855320  -0.050
H: -2.298224 0.213964 0.391707  -0.008
H: -2.166599 -0.539341 2.041945  0.074
H: -0.425584 1.807511 1.216525  0.133
H: 0.725684 0.923180 2.816118  0.086
C: 0.994710 -1.118151 -1.009952  -0.143
C: 0.867749 0.123900 -2.128868  -0.139
H: 2.052647 -1.446432 -0.938963  0.045
H: 0.689890 -0.728542 0.008616  0.041
H: 0.435315 -2.021161 -1.282503  0.046
H: 1.609117 0.936762 -1.989601  0.051
H: -0.140338 0.553456 -1.902741  0.038
H: 0.745106 -0.378555 -3.140855  0.064

Forces on atoms 1 to 6 (eV/Å):
3.561 -0.446 6.219
2.187 1.547 -0.657
-1.412 0.334 -0.917
-2.114 0.434 -4.654
-0.781 -0.364 -0.480
-1.004 -1.585 0.571

Results
energy relative to the best compared isomer or geometry (same formula, charge and spin) = 235.6 kJ/mol
molar mass = 74.1 g/mol
gap between HOMO and LUMO = 10.1 eV
highest occupied orbital energy = -9.26 eV
SMILES string = C=CO.CC

No. 3
A structure of composition C7H13O2SSi, computed with ωB97M-V with the def2-TZVPD basis set.

Each line ends with the Löwdin charge.
Cartesian coordinates (Å):
C: -0.746457 -3.192613 0.434722  -0.093
C: -1.079160 -1.992729 -0.034048  -0.202
C: -1.571628 1.810096 0.873566  -0.756
C: -0.039601 0.271409 -2.231700  -0.179
C: 1.825230 -1.323944 -0.567078  -0.283
C: 0.840872 0.751819 0.851896  -0.194
C: -0.115294 2.274388 0.625056  -0.579
O: -2.271931 2.497863 1.613223  -0.073
O: -1.853938 0.743341 0.271435  -0.091
Si: 0.070804 -0.443039 -0.450410  0.531
S: 0.259214 3.464301 1.901577  0.677
H: -1.545099 -3.918249 0.687169  0.043
H: 0.245885 -3.466917 0.764560  0.029
H: -2.055258 -1.789222 0.124318  -0.007
H: 0.435544 1.246243 -2.147488  0.010
H: 0.217058 -0.237166 -3.223009  0.049
H: -1.113151 0.371939 -2.329614  0.001
H: 2.251173 -1.727025 0.422748  0.031
H: 1.838266 -2.214848 -1.398314  0.057
H: 2.499993 -0.605825 -0.994766  -0.027
H: 1.896064 0.951612 0.507850  0.046
H: 0.794184 0.625653 2.024036  0.095
H: 0.042516 2.807050 -0.292026  0.054
H: -0.825286 3.095864 2.566298  -0.140

Forces on atoms 1 to 6 (eV/Å):
-0.258 -0.247 0.493
3.307 0.840 0.279
0.730 0.347 -0.739
-0.720 -0.734 -0.295
-0.422 -3.139 -1.109
-1.745 3.364 0.198

Results
energy relative to the best compared isomer or geometry (same formula, charge and spin) = 0.0 kJ/mol
molar mass = 189.3 g/mol
gap between HOMO and LUMO = 8.0 eV
highest occupied orbital energy = -4.57 eV
total charge = -1

No. 4
The molecule C3H4N2O, computed with ωB97M-V with the def2-TZVPD basis set.

Each line ends with the Löwdin charge.
Cartesian coordinates (Å):
O: 2.244864 0.022014 -0.096676  0.061
C: 0.897714 -0.029290 -0.052565  -0.440
C: 0.011368 1.066060 0.062261  -0.013
C: -1.230541 0.471902 0.076541  -0.110
N: -1.033033 -0.858374 -0.029183  -0.046
N: 0.271601 -1.188861 -0.107739  0.077
H: 2.536140 -0.900951 -0.120251  0.109
H: 0.241744 2.118704 0.133433  0.101
H: -2.222733 0.893980 0.155147  0.113
H: -1.717120 -1.595181 -0.020965  0.147

Forces on atoms 1 to 6 (eV/Å):
0.006 -0.092 0.007
-0.212 -0.068 0.025
-0.006 -0.048 0.006
0.037 -0.067 -0.007
-0.231 0.008 0.032
0.088 0.234 0.032

Results
energy relative to the best compared isomer or geometry (same formula, charge and spin) = 87.3 kJ/mol
molar mass = 84.1 g/mol
gap between HOMO and LUMO = 10.0 eV
highest occupied orbital energy = -8.90 eV
SMILES string = Oc1cc[nH]n1

No. 5
A cluster of 8 separate species, C32H79F9N2O28P7 in total, computed with ωB97M-V with the def2-TZVPD basis set.

Each line ends with the Löwdin charge.
Cartesian coordinates (Å):
N: -9.435953 0.933558 -1.062853  -0.050
C: -8.738166 2.263901 -0.865840  -0.218
C: -9.752392 3.574491 -1.053595  -0.204
C: -9.139024 5.035953 -0.521836  -0.072
C: -8.280675 5.403207 -1.888974  -0.280
C: -7.370457 6.769100 -1.924037  -0.131
C: -5.953544 6.426286 -1.175838  -0.069
C: -4.657947 6.305898 -2.227239  -0.151
F: -3.447391 6.478689 -1.339222  -0.001
F: -4.720976 7.386938 -3.280147  0.002
C: -4.668150 4.883889 -3.046153  -0.083
F: -5.912140 4.762841 -3.895406  0.012
F: -4.809849 3.806363 -2.008764  0.014
C: -3.408277 4.660923 -4.070337  -0.077
F: -3.939643 4.968665 -5.450876  0.032
F: -2.259969 5.572833 -3.868699  0.051
C: -2.996263 3.058750 -4.110375  -0.120
F: -2.287159 2.582746 -2.899999  0.040
F: -4.211883 2.226582 -4.417314  0.046
F: -2.106542 2.896268 -5.318195  0.040
C: -9.447668 5.158361 -3.014038  -0.074
N: -9.979196 3.781459 -2.565286  0.037
H: -10.450785 0.989337 -0.823732  0.067
H: -8.951612 0.157011 -0.530746  0.102
H: -7.837847 2.292091 -1.648995  0.128
H: -8.221385 2.250558 0.196583  0.143
H: -10.800808 3.236938 -0.607998  0.169
H: -8.502877 4.963266 0.485402  0.152
H: -10.133196 5.666112 -0.356908  0.136
H: -7.463976 4.532756 -1.871998  0.122
H: -7.271866 7.274002 -2.975026  0.133
H: -7.934822 7.557364 -1.228553  0.138
H: -6.069528 5.481307 -0.490867  0.136
H: -5.702791 7.329178 -0.437560  0.153
H: -8.944516 5.155370 -4.078054  0.161
H: -10.283253 5.984860 -2.824127  0.166
H: -10.956448 3.678283 -2.923092  0.189
H: -9.356714 3.150584 -3.151909  0.187
C: 0.323114 -2.853385 -5.505724  -0.159
O: -0.735340 -2.739109 -4.571931  -0.286
P: -0.210756 -2.399488 -2.958772  0.757
O: -1.616517 -2.704979 -2.433132  -0.291
O: -0.122090 -0.797132 -3.365557  -0.313
C: -1.216854 -0.163526 -4.004809  -0.107
O: 0.313767 -2.059738 -1.345595  -0.240
C: 0.938215 -0.832693 -1.032097  -0.123
H: -0.094546 -2.897032 -6.511619  0.089
H: 0.994147 -1.993964 -5.438842  0.079
H: 0.883217 -3.773387 -5.313035  0.082
H: -2.165133 -0.665305 -3.804662  0.095
H: -1.034441 -0.137629 -5.082171  0.091
H: -1.281412 0.865316 -3.644190  0.059
H: 0.202667 -0.022276 -1.038601  0.086
H: 1.756648 -0.621788 -1.726775  0.077
H: 1.350095 -0.903669 -0.021690  0.093
C: 0.491018 -2.796377 3.159493  -0.159
O: 1.280537 -1.621831 3.109942  -0.284
P: 1.521309 -0.875804 4.652110  0.742
O: 2.083795 0.372100 3.964992  -0.293
O: 2.756637 -1.941762 4.932430  -0.315
C: 3.772291 -2.125467 3.961190  -0.098
O: 1.762222 -0.129789 6.194289  -0.258
C: 2.504866 -0.780509 7.203695  -0.143
H: 0.529389 -3.290702 2.188752  0.088
H: 0.865717 -3.484033 3.921133  0.063
H: -0.546709 -2.530485 3.382360  0.068
H: 3.881900 -1.262075 3.302699  0.090
H: 3.541750 -3.013930 3.367776  0.088
H: 4.719594 -2.295481 4.477372  0.091
H: 3.570442 -0.770785 6.954095  0.093
H: 2.148798 -1.804183 7.352680  0.090
H: 2.374272 -0.228074 8.138237  0.087
C: -0.386715 6.790221 -1.859865  -0.171
O: 0.961069 6.382956 -1.708310  -0.279
P: 1.924815 7.484767 -0.786347  0.752
O: 3.193882 6.748218 -1.225379  -0.272
O: 1.341300 6.780832 0.593821  -0.322
C: 1.369502 5.371482 0.740611  -0.101
O: 2.888594 8.586496 0.135726  -0.244
C: 2.629655 8.799786 1.507335  -0.139
H: -0.957165 5.971961 -2.299418  0.058
H: -0.825506 7.047351 -0.893061  0.074
H: -0.434451 7.655819 -2.527478  0.090
H: 2.137946 4.902370 0.123764  0.093
H: 0.388936 4.965949 0.478527  0.079
H: 1.568159 5.135455 1.788254  0.095
H: 2.942537 7.928140 2.090591  0.095
H: 1.571724 9.021977 1.675567  0.088
H: 3.221605 9.656517 1.840823  0.090
C: 6.393509 -1.451176 -4.865939  -0.160
O: 5.335054 -1.336901 -3.932145  -0.289
P: 5.859638 -0.997279 -2.318987  0.753
O: 4.453878 -1.302770 -1.793348  -0.284
O: 5.948304 0.605077 -2.725772  -0.318
C: 4.853540 1.238683 -3.365024  -0.099
O: 6.384161 -0.657530 -0.705810  -0.246
C: 7.008609 0.569516 -0.392312  -0.136
H: 5.975849 -1.494824 -5.871833  0.090
H: 7.064542 -0.591755 -4.799057  0.080
H: 6.953611 -2.371178 -4.673250  0.082
H: 3.905262 0.736903 -3.164878  0.083
H: 5.035954 1.264578 -4.442386  0.087
H: 4.788982 2.267525 -3.004405  0.096
H: 6.273062 1.379932 -0.398815  0.096
H: 7.827042 0.780421 -1.086990  0.091
H: 7.420489 0.498540 0.618095  0.090
C: 2.091450 -8.155849 0.581101  -0.152
O: 2.323175 -7.118311 1.516608  -0.278
P: 1.131435 -7.025653 2.767200  0.766
O: 1.683024 -5.663092 3.197274  -0.285
O: 1.944465 -8.218348 3.577963  -0.317
C: 3.341627 -8.109938 3.789611  -0.097
O: -0.060223 -6.933020 4.017905  -0.251
C: -0.198847 -7.973449 4.962441  -0.141
H: 2.964457 -8.252889 -0.064353  0.088
H: 1.921409 -9.107048 1.090679  0.083
H: 1.220934 -7.906796 -0.033248  0.081
H: 3.688579 -7.075426 3.767719  0.090
H: 3.864259 -8.689616 3.024442  0.071
H: 3.579278 -8.539077 4.765363  0.094
H: 0.640609 -7.960234 5.664571  0.094
H: -0.275981 -8.945004 4.465428  0.090
H: -1.115801 -7.801493 5.532736  0.088
C: -2.426568 2.783215 4.771675  -0.151
O: -3.588243 2.139653 4.280054  -0.277
P: -3.813711 2.312080 2.573523  0.749
O: -5.238266 1.764538 2.702458  -0.296
O: -2.767666 1.049167 2.346099  -0.312
C: -2.946383 -0.160756 3.062168  -0.097
O: -4.039168 2.484371 0.866954  -0.267
C: -3.133088 1.899259 -0.044373  -0.138
H: -2.269325 2.487369 5.808940  0.094
H: -1.548750 2.499685 4.186518  0.083
H: -2.563128 3.867974 4.728093  0.081
H: -3.978402 -0.306179 3.385989  0.092
H: -2.284254 -0.161612 3.931789  0.084
H: -2.661342 -0.992742 2.414650  0.095
H: -3.267226 0.813251 -0.065412  0.105
H: -2.101083 2.159664 0.208701  0.097
H: -3.352957 2.283762 -1.044085  0.044
C: 8.017034 -8.881236 -1.439943  -0.160
O: 6.958580 -8.766961 -0.506149  -0.284
P: 7.483163 -8.427339 1.107009  0.759
O: 6.077403 -8.732831 1.632649  -0.280
O: 7.571830 -6.824984 0.700224  -0.320
C: 6.477066 -6.191378 0.060972  -0.096
O: 8.007687 -8.087590 2.720186  -0.245
C: 8.632135 -6.860545 3.033684  -0.139
H: 7.599374 -8.924884 -2.445837  0.090
H: 8.688067 -8.021815 -1.373060  0.079
H: 8.577137 -9.801238 -1.247254  0.083
H: 5.528787 -6.693157 0.261119  0.084
H: 6.659479 -6.165482 -1.016389  0.085
H: 6.412508 -5.162536 0.421591  0.095
H: 7.896587 -6.050128 3.027181  0.094
H: 9.450568 -6.649640 2.339006  0.090
H: 9.044015 -6.931521 4.044091  0.090

Forces on atoms 1 to 6 (eV/Å):
-0.119 0.752 0.402
0.997 -0.173 0.482
0.466 -1.559 1.690
-0.873 -0.886 -0.735
0.318 -0.807 0.852
-1.170 0.240 1.257

Results
molar mass = 1327.8 g/mol
gap between HOMO and LUMO = 6.1 eV
highest occupied orbital energy = -10.27 eV
total charge = +1

No. 6
A structure of composition C19H27BaCl3GeN2Si2, computed with ωB97M-V with the def2-TZVPD basis set.

Each line ends with the Löwdin charge.
Cartesian coordinates (Å):
Ba: -0.576580 -0.187551 -0.441189  1.518
C: 1.992573 1.381951 -2.353450  -0.185
Si: 2.756876 1.340814 -0.628729  0.431
C: 1.996000 2.662545 0.444176  -0.165
C: 4.604751 1.570385 -0.765766  -0.150
C: 2.438775 -0.332122 0.207123  -0.306
C: 2.074101 -0.271405 1.641072  -0.430
C: 3.051862 -0.216329 2.635216  -0.014
C: 2.657607 -0.118985 3.956711  -0.027
C: 1.303215 -0.075346 4.262548  -0.038
C: 0.398294 -0.139668 3.224722  -0.131
N: 0.765285 -0.246499 1.941373  -0.075
Si: 2.839222 -2.040315 -0.474876  0.440
C: 1.571803 -3.240621 0.224789  -0.170
C: 2.724045 -2.015970 -2.343394  -0.167
C: 4.563246 -2.501836 0.071824  -0.150
H: 1.883077 2.431819 -2.637046  0.050
H: 1.005316 0.932707 -2.501202  -0.033
H: 2.655821 0.910982 -3.080036  0.036
H: 2.132733 3.641693 -0.019667  0.048
H: 2.478678 2.680247 1.424310  0.050
H: 0.922899 2.549879 0.618535  -0.038
H: 4.823541 2.528174 -1.243298  0.048
H: 5.075096 0.785076 -1.360370  0.034
H: 5.070742 1.576047 0.221212  0.041
H: 4.097754 -0.238741 2.359065  0.122
H: 3.398776 -0.070338 4.743612  0.121
H: 0.957819 0.012555 5.282095  0.115
H: -0.668254 -0.095065 3.410227  0.110
H: 0.549529 -3.076234 -0.135862  0.002
H: 1.550600 -3.210119 1.315700  0.042
H: 1.826779 -4.259958 -0.073287  0.047
H: 1.749588 -1.688726 -2.718613  0.024
H: 2.895599 -3.020402 -2.736222  0.047
H: 3.477324 -1.360231 -2.783485  0.038
H: 4.628810 -2.590781 1.157662  0.037
H: 5.294991 -1.760469 -0.253356  0.037
H: 4.846889 -3.464601 -0.358873  0.046
N: -3.193827 -0.943517 -0.612912  -0.006
C: -4.314364 -0.682878 -0.660643  -0.146
C: -5.703905 -0.358487 -0.717980  -0.228
C: -6.541176 -0.751410 0.326939  -0.017
C: -7.881753 -0.417752 0.271354  -0.055
C: -8.374480 0.297474 -0.812522  -0.047
C: -7.535099 0.685358 -1.848775  -0.050
C: -6.191532 0.361087 -1.809224  -0.047
H: -6.141750 -1.304942 1.165599  0.123
H: -8.542004 -0.713126 1.074760  0.114
H: -9.423837 0.558039 -0.848215  0.115
H: -7.925968 1.247711 -2.685131  0.116
H: -5.521491 0.673481 -2.597274  0.108
Cl: -1.710486 2.205340 1.224719  -0.121
Ge: -1.870182 2.655682 -1.077715  -0.293
Cl: -4.005542 3.093857 -1.298352  0.020
Cl: -0.937764 4.611518 -1.327904  0.008

Forces on atoms 1 to 6 (eV/Å):
-0.057 0.001 0.340
0.094 0.026 0.020
0.016 0.033 0.075
0.040 -0.046 -0.050
-0.032 -0.028 -0.038
-0.017 0.011 -0.064

Results
energy relative to the best compared isomer or geometry (same formula, charge and spin) = 0.0 kJ/mol
molar mass = 655.9 g/mol
gap between HOMO and LUMO (spin up / spin down) = 8.1 / 6.5 eV
highest occupied orbital energy (spin up / spin down) = -10.92 / -10.93 eV
total charge = +1
spin multiplicity = 2